Here is a structure of composition C41H48CdN3O7PS in a non-equilibrium geometry from the OMol25 dataset. Energies are from the ωB97M-V functional and the def2-TZVPD basis.

Each line ends with the Mulliken charge.
Element x y z (Å)
1 Cd 16.1742 10.2531 10.9377  1.8276
2 C 13.1765 14.9477 13.6189  -1.5658
3 C 12.7210 14.7460 15.0577  0.6126
4 C 11.1882 14.7006 15.1535  -1.3033
5 C 13.2679 13.4371 15.6980  -0.1026
6 C 13.7158 12.4010 14.8847  -0.0839
7 C 14.1961 11.1927 15.4715  -0.5573
8 C 14.1223 11.0326 16.8612  0.6215
9 C 14.5451 9.7841 17.5601  -1.2825
10 C 13.6149 12.1136 17.6723  -0.5524
11 C 13.1300 13.2535 17.1158  -1.0163
12 H 12.9772 16.0126 13.4192  0.5241
13 H 12.6920 14.2510 12.9600  0.0513
14 H 14.2480 14.8633 13.5824  0.4345
15 H 13.0791 15.5615 15.6838  0.4715
16 H 10.7520 13.8934 14.5600  0.1892
17 H 10.6506 15.5737 14.7453  0.4088
18 H 10.8401 14.5744 16.1805  0.3762
19 H 13.7743 12.5003 13.8393  0.7403
20 H 14.6524 10.4202 14.8393  0.4950
21 H 13.8594 9.5233 18.3601  0.3786
22 H 15.5696 9.8250 17.9899  0.2671
23 H 14.6340 8.9984 16.7839  0.2173
24 H 13.4206 11.9107 18.7483  0.2835
25 H 12.5570 13.9974 17.6434  0.3752
26 O 15.3485 7.9697 14.6352  -0.6588
27 C 15.3181 8.0517 13.4137  -0.1054
28 O 15.7824 9.0701 12.7297  -0.7713
29 C 14.6905 6.9098 12.6249  -0.6607
30 P 13.7819 7.4546 11.0608  1.3485
31 C 12.9705 6.1248 10.1868  0.1787
32 C 12.0325 5.2528 10.8753  -0.4836
33 C 11.1450 4.4939 10.1350  -0.5445
34 C 11.2852 4.2558 8.7805  -0.3462
35 C 12.2694 4.9761 8.0771  -0.4892
36 C 13.1140 5.8966 8.7743  -0.3043
37 C 12.5125 8.6749 11.4180  0.7018
38 C 11.4872 8.9601 10.4220  -0.8207
39 C 10.3974 9.7249 10.7408  -0.7279
40 C 10.3133 10.3752 11.9969  -0.3652
41 C 11.3055 10.1314 12.9305  -0.2722
42 C 12.3292 9.2400 12.7031  -0.5902
43 H 13.9371 6.4807 13.3237  0.3767
44 H 15.3500 6.0965 12.3064  0.5034
45 H 12.0615 5.2570 11.9758  0.3253
46 H 10.3031 3.9934 10.6442  0.3418
47 H 10.6170 3.5952 8.2348  0.3716
48 H 12.2843 5.0540 6.9630  0.2980
49 H 13.9546 6.3651 8.2256  0.3914
50 H 11.5688 8.6164 9.4213  0.5791
51 H 9.6669 9.9446 9.9461  0.3619
52 H 9.5454 11.1617 12.1933  0.4012
53 H 11.3707 10.7981 13.8150  0.3697
54 H 13.0512 9.0089 13.4961  0.1866
55 N 18.2820 10.6201 10.3529  -0.7103
56 C 19.0031 11.5302 10.2378  0.7268
57 N 19.8770 12.5064 10.2030  0.0810
58 C 19.9081 13.6023 11.2009  -0.7618
59 C 21.3861 13.8635 11.5720  -0.5763
60 C 22.3073 14.1399 10.3499  -0.6526
61 C 22.1447 13.0332 9.3061  -0.5970
62 C 20.7021 12.6847 8.9742  -0.7537
63 H 19.3620 13.3335 12.0810  0.4631
64 H 19.4038 14.4469 10.7529  0.3224
65 H 21.7891 12.9373 12.0854  0.2832
66 H 21.4833 14.6939 12.2721  0.3529
67 H 23.3354 14.1093 10.7100  0.3005
68 H 22.1758 15.1261 9.9649  0.3354
69 H 22.6182 12.0688 9.6352  0.2986
70 H 22.7605 13.2052 8.4084  0.3532
71 H 20.5722 11.7810 8.4103  0.4963
72 H 20.2769 13.5075 8.3475  0.2921
73 C 6.3328 15.4608 9.1013  -1.3667
74 C 7.5030 14.5915 8.7194  0.8571
75 C 7.5974 13.8768 7.5360  -0.7524
76 C 8.7277 13.1245 7.2244  -0.6811
77 C 9.7214 12.8958 8.1420  -0.1144
78 C 9.4834 13.3566 9.4515  -0.3063
79 C 8.3952 14.1661 9.7027  -0.7367
80 S 11.1900 12.0150 7.6937  1.3327
81 O 10.9908 10.5779 7.7368  -0.6386
82 O 11.5992 12.6010 6.4504  -0.7390
83 N 12.2872 12.3577 8.9023  0.1808
84 C 12.8948 13.6811 8.9654  -0.9280
85 C 14.1538 13.6800 9.8299  0.2229
86 C 14.9769 12.4625 10.0035  0.7952
87 O 15.1501 12.1413 11.2220  -1.1651
88 O 15.3746 11.7861 9.0407  -0.8006
89 H 5.3761 14.9248 8.9049  0.3297
90 H 6.2484 16.4019 8.5354  0.3195
91 H 6.3761 15.6367 10.1688  0.3605
92 H 6.8311 14.0035 6.7827  0.3511
93 H 8.8167 12.6591 6.2192  0.3694
94 H 10.1561 13.1665 10.2376  0.9602
95 H 8.2374 14.6316 10.7034  0.2378
96 H 13.1106 11.7424 8.7814  0.1528
97 H 12.0933 14.3489 9.3293  0.5195
98 H 13.2598 14.0746 7.9665  0.3144
99 H 13.7571 14.0071 10.8282  -0.3774
100 H 14.7320 14.5860 9.5061  0.3235
101 O 15.4306 7.8915 8.7791  -0.4699
102 C 15.0919 8.2312 9.8859  -0.2104

Computed properties:
E_LUMO: 0.35 eV
HOMO level: -6.86 eV
Orbital gap: 7.21 eV
Relative energy (zero: lowest compared OMol25 entry of this formula, charge and spin): 28.78 kcal per mole
Net charge: 0